{
  "formula": "C24H25As2N3O8Ti",
  "method": "ωB97M-V with the def2-TZVPD basis set",
  "s2": 2.02,
  "homo_ev": [0.88, -2.93],
  "total_energy_ha": -7017.00778,
  "multiplicity": 3,
  "charge": -2,
  "species": ["Ti", "O", "C", "O", "C", "C", "C", "C", "C", "N", "C", "O", "O", "H", "H", "H", "C", "As", "C", "C", "C", "C", "C", "C", "C", "As", "C", "C", "H", "H", "H", "H", "H", "H", "H", "H", "H", "H", "H", "H", "H", "H", "H", "H", "O", "C", "O", "C", "O", "O", "N", "C", "C", "C", "C", "C", "N", "H", "H", "H", "H", "H", "H"],
  "coordinates": [[0.871586, -0.348845, -0.214005], [-0.075435, 0.277155, -4.066325], [0.287292, -0.181895, -2.993797], [0.225499, 0.471422, -1.843309], [0.764384, -1.568091, -2.800589], [0.923689, -2.601291, -3.773729], [1.275323, -3.873612, -3.312564], [1.457451, -4.135623, -1.970066], [1.274992, -3.051544, -1.045486], [0.945044, -1.818536, -1.506444], [1.295140, -3.066180, 0.415900], [1.407957, -4.078252, 1.105504], [1.107093, -1.838450, 0.915858], [0.761584, -2.382869, -4.819400], [1.397907, -4.681494, -4.028392], [1.732156, -5.115502, -1.602167], [-2.084000, -2.078226, 1.784443], [-1.686463, -0.924913, 0.256967], [-2.095092, -2.231859, -1.155565], [-3.473937, -0.036751, 0.078295], [-4.596641, -0.830364, 0.309304], [-5.883871, -0.363337, 0.096947], [-6.075087, 0.924224, -0.382494], [-4.971900, 1.723703, -0.614890], [-3.669243, 1.275636, -0.376028], [-2.117940, 2.485229, -0.579066], [-2.355447, 2.934254, -2.474964], [-3.027657, 4.113894, 0.102208], [-2.852238, -2.812517, 1.560405], [-2.378876, -1.464861, 2.634151], [-1.149048, -2.589123, 2.022550], [-3.119976, -2.582613, -1.070936], [-1.401729, -3.067771, -1.078180], [-1.952173, -1.753696, -2.123208], [-4.462432, -1.843082, 0.663548], [-6.734250, -1.006998, 0.292253], [-7.075015, 1.303070, -0.564221], [-5.129342, 2.726627, -0.997144], [-3.409992, 3.034325, -2.737193], [-1.878701, 2.164410, -3.085392], [-1.839903, 3.879695, -2.648194], [-3.903134, 4.403018, -0.481629], [-2.288855, 4.915900, 0.060438], [-3.320636, 3.964213, 1.144465], [3.931809, 2.027677, -0.632906], [2.906465, 1.408168, -0.446015], [2.749073, 0.114920, -0.525837], [1.587276, 2.123110, -0.001272], [1.290939, 3.254121, -0.320160], [0.871234, 1.330425, 0.765678], [-1.186291, 1.248014, 2.941476], [-0.346081, 0.601287, 3.833462], [-0.504782, 0.699078, 5.225468], [0.404716, 0.050664, 6.032925], [1.438636, -0.674828, 5.454045], [1.490483, -0.731514, 4.066917], [0.618121, -0.127008, 3.277861], [-1.669593, 2.047822, 3.309182], [-0.701604, 1.435713, 2.059875], [-1.311704, 1.290044, 5.646336], [0.317249, 0.122188, 7.111598], [2.181723, -1.178034, 6.058491], [2.255550, -1.304423, 3.549617]],
  "forces_ev_per_a": [[-0.1, 0.7, 1.8], [0.0, 0.0, -0.2], [-0.3, 0.4, 0.3], [-0.4, 0.2, -1.4], [0.2, -1.0, 0.4], [-0.2, 0.8, -0.1], [0.1, -0.3, 0.5], [-0.1, 0.1, -0.2], [0.0, -0.2, 0.5], [0.1, -1.6, -2.4], [-0.1, -0.2, -0.8], [0.1, -0.1, 0.3], [0.2, -1.1, 0.7], [0.0, 0.0, 0.0], [0.0, 0.0, 0.0], [0.0, 0.0, 0.0], [0.3, 0.1, 0.1], [-1.3, -0.3, -0.1], [0.1, 0.1, 0.0], [0.1, 0.1, -0.1], [-0.1, 0.0, 0.1], [0.0, -0.1, 0.0], [0.0, 0.0, 0.0], [0.1, 0.1, 0.0], [0.0, -0.1, 0.0], [0.0, 0.0, 0.1], [0.1, -0.1, 0.0], [0.1, 0.0, 0.0], [-0.1, -0.1, 0.0], [0.0, 0.0, 0.0], [0.0, 0.0, 0.0], [-0.1, 0.0, 0.0], [0.1, 0.0, 0.0], [0.0, 0.0, 0.0], [0.0, -0.1, 0.0], [0.0, 0.0, 0.0], [0.0, 0.0, 0.0], [0.0, 0.0, 0.0], [0.0, 0.0, 0.0], [0.0, 0.0, 0.0], [0.0, 0.0, 0.0], [0.0, 0.0, 0.0], [0.0, 0.0, 0.0], [0.0, 0.0, -0.1], [0.2, 0.2, -0.1], [-0.2, -0.4, 0.1], [0.8, 0.9, -0.3], [0.0, 0.2, 0.4], [0.2, 0.2, 0.1], [0.0, 1.6, 0.2], [0.2, -0.2, 0.0], [0.0, 0.2, -0.1], [-0.1, 0.1, -0.1], [0.1, 0.0, 0.0], [0.1, 0.0, 0.0], [0.0, -0.2, 0.0], [-0.1, 0.1, 0.1], [-0.1, 0.1, 0.1], [0.0, 0.0, -0.1], [0.0, 0.0, 0.0], [0.0, 0.0, 0.0], [0.0, 0.0, 0.0], [0.0, 0.0, 0.0]],
  "mulliken_spin": [0.858, 0.037, -0.021, -0.021, 0.027, 0.438, -0.101, 0.248, 0.319, -0.049, -0.013, 0.109, -0.006, 0.038, 0.000, 0.040, 0.006, 0.048, -0.007, 0.019, -0.005, 0.001, 0.000, 0.000, -0.004, 0.002, -0.002, 0.000, -0.001, 0.002, -0.002, -0.002, 0.025, 0.008, -0.001, 0.000, 0.000, 0.000, 0.000, 0.002, 0.000, 0.000, 0.000, 0.000, 0.009, -0.001, -0.016, 0.004, 0.005, -0.004, 0.003, -0.005, 0.000, 0.000, 0.000, 0.003, 0.003, 0.000, 0.008, 0.000, 0.000, 0.000, 0.001]
}

=====

{
  "formula": "C24H25AuN5O2S",
  "method": "ωB97M-V with the def2-TZVPD basis set",
  "s2": 2.04,
  "homo_ev": [-10.66, -11.46],
  "total_energy_ha": -1887.51020,
  "multiplicity": 3,
  "charge": 1,
  "species": ["Au", "C", "C", "C", "C", "C", "C", "C", "C", "N", "C", "O", "C", "C", "C", "C", "C", "N", "C", "O", "N", "C", "C", "C", "C", "C", "C", "C", "C", "H", "H", "H", "H", "H", "H", "H", "H", "H", "H", "H", "H", "H", "H", "H", "H", "H", "H", "H", "H", "H", "N", "C", "N", "S", "H", "H", "H", "H"],
  "coordinates": [[-0.377020, -0.174333, -0.038839], [1.616935, 2.518723, -1.182982], [0.424873, 3.361626, -0.879224], [0.556256, 4.633630, -0.381671], [-0.569005, 5.421354, -0.132958], [-1.854967, 4.942197, -0.376230], [-2.059864, 3.688268, -0.901129], [-3.444721, 3.166980, -1.098617], [-0.899522, 2.869108, -1.190889], [-0.975905, 1.623470, -1.656763], [-1.855949, 1.174297, -2.609169], [-2.368187, 1.861242, -3.466306], [-2.061059, -0.320671, -2.604701], [-2.888199, -0.928153, -3.533422], [-3.048925, -2.307115, -3.477526], [-2.378095, -3.040779, -2.511964], [-1.559486, -2.362269, -1.624124], [-1.425706, -1.043358, -1.685603], [-0.736190, -3.079847, -0.574245], [-0.842249, -4.284696, -0.433869], [0.141563, -2.271247, 0.047160], [1.005298, -2.722021, 1.065160], [2.379646, -2.760000, 0.785066], [2.909469, -2.411483, -0.575231], [3.252761, -3.125668, 1.806498], [2.773897, -3.439292, 3.069496], [1.411232, -3.403430, 3.327278], [0.505637, -3.053120, 2.334609], [-0.965400, -3.012261, 2.607380], [2.532797, 3.048885, -0.927397], [1.653504, 2.252613, -2.240192], [1.596810, 1.574731, -0.630923], [1.541480, 5.041252, -0.195638], [-0.441727, 6.420629, 0.262168], [-2.705182, 5.566997, -0.139255], [-4.161359, 3.810411, -0.592933], [-3.548302, 2.158163, -0.693176], [-3.697850, 3.124210, -2.156966], [-3.383003, -0.315203, -4.272425], [-3.693333, -2.805359, -4.188736], [-2.458367, -4.114617, -2.424750], [2.198913, -2.663582, -1.358775], [3.841895, -2.938883, -0.767976], [3.115059, -1.339807, -0.661075], [4.313741, -3.185747, 1.599052], [3.462085, -3.728734, 3.852172], [1.042424, -3.658592, 4.312175], [-1.166692, -3.149916, 3.667720], [-1.483268, -3.793712, 2.049488], [-1.390349, -2.053472, 2.301740], [2.521341, 0.159047, 1.986415], [1.632086, 1.094278, 2.273932], [2.031011, 2.251939, 2.789263], [-0.062975, 0.847188, 2.061723], [3.503278, 0.278170, 2.182646], [2.207962, -0.779567, 1.761691], [2.981191, 2.404423, 3.087646], [1.349709, 2.973106, 2.955206]],
  "forces_ev_per_a": [[0.0, -0.3, 0.1], [0.2, -0.1, 0.0], [-0.2, 0.0, 0.1], [0.0, 0.0, 0.0], [0.0, 0.1, 0.0], [0.0, 0.0, 0.0], [0.1, -0.1, -0.2], [-0.1, 0.1, 0.1], [-0.2, 0.0, 0.1], [0.2, 0.2, -0.2], [-0.1, 0.0, 0.1], [0.1, -0.1, -0.1], [-0.1, 0.0, -0.1], [0.1, 0.0, 0.0], [0.0, 0.0, 0.0], [0.1, 0.1, 0.1], [0.0, -0.2, -0.1], [0.0, 0.2, 0.0], [-0.1, -0.3, -0.2], [0.0, 0.1, 0.0], [0.2, 0.2, 0.3], [-0.1, 0.0, -0.1], [0.1, -0.1, 0.1], [0.0, 0.0, -0.1], [-0.1, 0.0, 0.0], [0.0, 0.0, 0.0], [0.0, 0.0, 0.0], [0.0, 0.0, 0.0], [-0.1, 0.0, 0.0], [0.0, 0.0, 0.0], [0.0, 0.0, 0.0], [0.0, 0.0, 0.0], [0.0, 0.0, 0.0], [0.0, 0.0, 0.0], [0.0, 0.0, 0.0], [0.0, 0.0, 0.0], [0.0, 0.0, 0.0], [0.0, 0.0, 0.0], [0.0, 0.0, 0.0], [0.0, 0.0, 0.0], [0.0, 0.0, 0.0], [0.0, 0.0, 0.0], [0.0, 0.0, 0.0], [0.0, 0.0, 0.0], [0.0, 0.0, 0.0], [0.0, 0.0, 0.0], [0.0, 0.0, 0.0], [0.0, 0.0, 0.0], [0.0, 0.0, 0.0], [0.0, 0.0, 0.0], [0.0, 0.1, 0.1], [-0.1, -0.2, 0.0], [0.1, 0.0, 0.0], [0.1, 0.2, -0.1], [0.0, 0.0, 0.0], [0.0, -0.1, 0.0], [0.0, 0.0, 0.0], [0.0, 0.0, 0.0]],
  "mulliken_spin": [0.393, 0.008, 0.165, -0.070, 0.217, -0.054, 0.145, 0.003, 0.144, 0.347, -0.010, 0.093, -0.015, 0.002, -0.005, 0.003, -0.006, 0.099, 0.014, 0.048, 0.256, 0.030, 0.045, -0.005, -0.029, 0.044, -0.025, 0.033, -0.003, 0.000, 0.006, 0.009, 0.002, 0.003, 0.003, 0.001, 0.004, 0.011, 0.001, 0.000, 0.002, 0.000, 0.001, 0.002, 0.000, 0.002, 0.000, 0.000, 0.003, -0.002, -0.004, -0.007, 0.000, 0.089, 0.001, 0.007, -0.001, 0.000]
}

=====

> Which formula does entry 1 have?

C24H25As2N3O8Ti